[1]
# C21H26N2O3

An isolated molecule of C21H26N2O3 (wB97M-V/def2-TZVPD, the OMol25 dataset).

Summary:
- frontier orbital gap (eV) = 9.22
- strongest force on any atom (hartree/bohr) = 0.020
- SMILES = CC[C@@H](C)/C(C)=N/NC(=O)c1ccccc1OCCOc1ccccc1
- HOMO (eV) = -8.65

Last column: Mulliken charge in e.
Atoms and positions in Å:
C -5.853 -1.657 0.256  -1.1998
C -5.536 -0.445 1.121  -0.6959
H -6.419 -0.173 1.703  0.4197
H -4.729 -0.694 1.808  0.3152
C -5.109 0.765 0.285  0.1851
C -3.778 0.551 -0.389  0.7075
N -2.959 -0.238 0.168  -0.6214
N -1.736 -0.469 -0.354  0.1056
C -0.841 -1.264 0.299  0.1757
O -1.082 -1.830 1.342  -0.6747
C 0.481 -1.418 -0.391  0.6189
C 1.229 -2.531 -0.007  -0.7605
C 2.489 -2.770 -0.514  -0.6055
C 3.032 -1.884 -1.429  -0.6485
C 2.313 -0.772 -1.821  -0.4521
C 1.044 -0.523 -1.309  0.8457
O 0.332 0.585 -1.744  -0.6009
C 0.947 1.843 -1.553  -0.6588
C 0.829 2.308 -0.090  -0.6360
O 1.338 1.372 0.824  -0.4500
C 2.677 1.099 0.866  0.7981
C 3.026 -0.030 1.606  -0.2961
C 4.346 -0.411 1.711  -0.4813
C 5.340 0.327 1.085  -0.5981
C 4.997 1.457 0.368  -0.6510
C 3.673 1.850 0.254  -0.5804
H 3.438 2.745 -0.303  0.3726
H 5.763 2.047 -0.113  0.4051
H 6.373 0.026 1.162  0.4113
H 4.603 -1.291 2.282  0.4147
H 2.237 -0.591 2.081  0.4975
H -0.227 2.396 0.181  0.3855
H 1.305 3.292 0.018  0.4158
H 0.410 2.543 -2.199  0.4404
H 1.998 1.811 -1.855  0.3487
H 2.738 -0.091 -2.543  0.4241
H 4.015 -2.055 -1.840  0.4354
H 3.047 -3.638 -0.199  0.4326
H 0.785 -3.195 0.719  0.4613
H -1.440 -0.002 -1.208  0.4872
C -3.506 1.329 -1.655  -1.4651
H -4.312 2.028 -1.855  0.4347
H -3.422 0.648 -2.503  0.3438
H -2.572 1.887 -1.576  0.2725
C -5.007 2.017 1.165  -1.5781
H -5.970 2.237 1.621  0.4291
H -4.278 1.852 1.953  0.3525
H -4.698 2.881 0.580  0.3854
H -5.862 0.944 -0.491  0.3892
H -6.639 -1.427 -0.463  0.3089
H -4.967 -1.974 -0.286  0.2601
H -6.188 -2.486 0.875  0.3750

Forces on atoms 1 to 3 (eV/Å):
0.04 0.11 0.18
-0.07 0.03 -0.31
0.02 0.05 0.07



[2]
# C21H26N2O3

An isolated molecule of C21H26N2O3 (wB97M-V/def2-TZVPD, the OMol25 dataset).

Summary:
- frontier orbital gap (eV) = 8.69
- strongest force on any atom (hartree/bohr) = 0.010
- SMILES = COc1cc2c(cc1OC)CN(CC(=O)Nc1ccc(C)c(C)c1)CC2
- HOMO (eV) = -7.98

Last column: Mulliken charge in e.
Atoms and positions in Å:
C 6.243 2.297 -1.066  -0.9294
O 6.175 1.028 -0.468  -0.4721
C 4.948 0.418 -0.350  1.3652
C 3.775 0.985 -0.824  -0.3027
C 2.543 0.351 -0.717  -0.0390
C 2.478 -0.891 -0.103  1.3425
C 3.642 -1.462 0.382  -0.8615
C 4.881 -0.842 0.276  0.3178
O 5.909 -1.567 0.804  -0.4775
C 7.207 -1.030 0.916  -0.7450
H 7.784 -1.793 1.437  0.2884
H 7.214 -0.108 1.501  0.2847
H 7.654 -0.839 -0.062  0.2449
H 3.615 -2.427 0.864  0.4534
C 1.161 -1.619 0.015  -2.3059
N -0.001 -0.748 -0.059  0.0399
C -0.224 0.012 1.160  -0.8270
C -1.617 0.642 1.170  0.5614
O -1.842 1.717 1.682  -0.6798
N -2.528 -0.168 0.576  -0.0803
C -3.895 0.029 0.368  0.7107
C -4.582 1.134 0.854  -0.6994
C -5.937 1.250 0.608  -1.0744
C -6.637 0.292 -0.113  1.0151
C -5.946 -0.821 -0.602  0.7324
C -4.588 -0.937 -0.357  -0.5709
H -4.050 -1.796 -0.735  0.3242
C -6.661 -1.879 -1.385  -1.6755
H -7.117 -1.453 -2.278  0.3290
H -7.457 -2.324 -0.789  0.3301
H -5.975 -2.666 -1.688  0.3737
C -8.106 0.450 -0.360  -1.4329
H -8.316 0.484 -1.429  0.3154
H -8.660 -0.391 0.058  0.3182
H -8.476 1.366 0.093  0.3710
H -6.465 2.112 0.989  0.3083
H -4.057 1.888 1.415  0.5471
H -2.130 -1.006 0.165  0.1253
H 0.517 0.802 1.344  0.3541
H -0.181 -0.681 2.008  0.4909
C 0.097 0.093 -1.243  -1.2118
C 1.306 1.037 -1.232  -1.1542
H 1.479 1.413 -2.243  0.5613
H 1.089 1.904 -0.601  0.3761
H -0.824 0.674 -1.338  0.3448
H 0.166 -0.581 -2.103  0.5237
H 1.124 -2.181 0.951  0.4111
H 1.078 -2.341 -0.808  0.3465
H 3.802 1.951 -1.303  0.5040
H 5.911 2.272 -2.110  0.3366
H 7.296 2.576 -1.032  0.2520
H 5.656 3.038 -0.514  0.3397

Forces on atoms 1 to 3 (eV/Å):
0.02 0.20 -0.10
-0.25 -0.45 0.16
0.19 0.10 -0.01



[3]
# C21H26N2O4S

An isolated molecule of C21H26N2O4S (wB97M-V/def2-TZVPD, the OMol25 dataset).

Summary:
- frontier orbital gap (eV) = 8.37
- strongest force on any atom (hartree/bohr) = 0.012
- SMILES = CCCCNC(=O)[C@H]1c2cc(OC)c(OC)cc2C(=O)N(C)[C@@H]1c1cccs1
- HOMO (eV) = -8.03

Last column: Mulliken charge in e.
Atoms and positions in Å:
C 4.586 0.276 -0.396  -0.7989
H 4.445 -0.225 0.560  0.2809
C 5.125 1.687 -0.195  -0.5234
C 4.311 2.526 0.791  -0.7142
H 4.316 2.043 1.772  0.3173
C 2.861 2.773 0.364  -0.6169
N 1.988 1.670 0.702  0.0281
C 1.259 0.998 -0.214  -0.6554
O 1.262 1.269 -1.393  -0.6718
C 0.433 -0.153 0.377  0.3668
C -1.024 0.151 0.184  -0.6344
C -1.755 0.835 1.148  -0.2621
C -3.090 1.142 0.942  0.8280
C -3.711 0.765 -0.272  1.0029
C -2.973 0.091 -1.224  -0.5642
C -1.632 -0.221 -1.004  -0.5207
C -0.892 -0.927 -2.078  0.8708
O -1.341 -1.049 -3.205  -0.7445
N 0.311 -1.445 -1.718  0.1984
C 1.110 -2.147 -2.692  -1.2149
H 1.236 -3.195 -2.406  0.3337
H 0.589 -2.089 -3.645  0.4144
H 2.090 -1.674 -2.785  0.2807
C 0.772 -1.468 -0.353  -0.8338
C 0.171 -2.625 0.397  -0.2901
C -0.919 -3.373 0.085  -0.6835
C -1.209 -4.361 1.056  -0.6645
C -0.340 -4.345 2.095  -0.4525
S 0.859 -3.125 1.909  -0.1354
H -0.318 -4.971 2.964  0.4805
H -2.032 -5.048 0.977  0.4030
H -1.499 -3.233 -0.810  0.5347
H 1.864 -1.585 -0.369  0.8196
H -3.396 -0.209 -2.169  0.6075
O -5.020 1.112 -0.394  -0.4691
C -5.676 0.793 -1.598  -0.9031
H -5.714 -0.288 -1.762  0.3511
H -6.689 1.178 -1.490  0.2279
H -5.195 1.272 -2.457  0.3618
O -3.886 1.797 1.827  -0.4753
C -3.330 2.220 3.046  -0.8840
H -2.508 2.928 2.891  0.3375
H -4.138 2.720 3.579  0.2394
H -2.973 1.374 3.644  0.3371
H -1.265 1.122 2.066  0.4953
H 0.666 -0.272 1.439  1.1560
H 1.965 1.391 1.670  0.2913
H 2.486 3.679 0.854  0.3559
H 2.792 2.907 -0.717  0.3371
H 4.801 3.495 0.901  0.3305
H 5.152 2.199 -1.159  0.2964
H 6.151 1.628 0.177  0.3286
H 5.286 -0.309 -0.988  0.4386
H 3.638 0.300 -0.926  0.0609

Forces on atoms 1 to 3 (eV/Å):
0.16 0.14 -0.09
-0.03 -0.11 0.10
-0.11 -0.08 0.25



[4]
# C21H26NO2

A 2-piece molecular cluster, C21H26NO2 overall (wB97M-V/def2-TZVPD, the OMol25 dataset).

Summary:
- frontier orbital gap (eV) = 6.27
- charge = +1
- strongest force on any atom (hartree/bohr) = 0.060
- HOMO (eV) = -11.59

Last column: Mulliken charge in e.
Atoms and positions in Å:
C 4.573 0.635 -4.001  -0.3583
C 4.315 1.098 -2.556  -0.6761
C 3.198 0.213 -2.112  0.7889
C 2.895 -0.668 -3.172  0.0043
O 3.681 -0.445 -4.293  -0.4689
C 1.907 -1.640 -2.996  -1.3263
C 1.214 -1.695 -1.815  -0.8992
C 1.451 -0.771 -0.761  1.0017
C 0.774 -0.789 0.483  -0.5181
C -0.358 -1.541 0.884  1.1082
C -0.624 -1.676 2.271  -0.7298
C -1.650 -2.475 2.695  0.8680
C -2.470 -3.168 1.776  0.0387
O -3.406 -3.980 2.402  -0.4663
C -3.221 -3.862 3.816  -0.3646
C -2.109 -2.831 4.071  -0.6647
C -2.266 -2.980 0.407  -1.4029
C -1.250 -2.170 -0.025  -0.8194
C 2.498 0.169 -0.939  -0.4614
H 4.387 1.435 -4.729  0.2940
H 5.597 0.275 -4.146  0.2857
H 5.194 0.969 -1.914  0.2954
H 4.018 2.150 -2.506  0.2852
H 1.732 -2.349 -3.789  0.4661
H 0.520 -2.500 -1.668  0.8370
H 1.223 -0.184 1.254  0.3765
H -0.003 -1.179 2.994  0.5128
H -4.178 -3.564 4.260  0.2899
H -2.962 -4.854 4.208  0.2852
H -1.290 -3.241 4.670  0.3170
H -2.486 -1.947 4.597  0.2723
H -2.927 -3.474 -0.283  0.4754
H -1.180 -1.936 -1.072  0.8375
H 2.746 0.853 -0.151  0.4802
C -2.268 3.925 -0.484  -1.7434
C -1.215 2.928 0.017  1.7158
C 0.183 3.540 -0.138  -1.4809
C -1.475 2.594 1.492  -1.4692
N -1.299 1.697 -0.799  -0.6923
H -3.272 3.516 -0.375  0.4144
H -2.223 4.861 0.073  0.3805
H -2.112 4.150 -1.539  0.4073
H 0.949 2.856 0.225  0.2222
H 0.395 3.755 -1.185  0.3984
H 0.267 4.470 0.423  0.4182
H -0.739 1.882 1.863  0.2887
H -1.420 3.491 2.108  0.4054
H -2.464 2.155 1.622  0.3823
H -0.633 1.011 -0.471  0.0462
H -2.219 1.290 -0.692  0.3422

Forces on atoms 1 to 3 (eV/Å):
0.76 0.77 -0.15
0.27 0.42 0.29
-0.13 -0.20 -0.41



[5]
# C21H26NO3

A 2-piece molecular cluster, C21H26NO3 overall (wB97M-V/def2-TZVPD, the OMol25 dataset).

Summary:
- frontier orbital gap (eV) = 6.37
- charge = +1
- strongest force on any atom (hartree/bohr) = 0.037
- HOMO (eV) = -11.30

Last column: Mulliken charge in e.
Atoms and positions in Å:
C 5.833 -0.101 -4.205  -0.3474
C 4.963 0.849 -3.387  -0.6431
C 3.774 0.018 -3.022  0.8910
C 3.963 -1.267 -3.591  0.1646
O 5.134 -1.402 -4.275  -0.4753
C 3.045 -2.303 -3.344  -1.0116
C 1.998 -2.050 -2.485  -0.8065
C 1.715 -0.740 -1.950  0.6467
C 0.558 -0.442 -1.157  -0.4856
C -0.639 -1.206 -1.070  0.6851
C -1.572 -0.951 -0.008  -1.0581
C -2.683 -1.758 0.134  0.8656
C -2.905 -2.854 -0.742  0.1716
O -3.936 -3.661 -0.375  -0.4725
C -4.534 -3.067 0.843  -0.4083
C -3.746 -1.805 1.187  -0.4288
C -2.070 -3.073 -1.850  -1.1276
C -0.989 -2.238 -2.014  -0.8283
C 2.680 0.283 -2.222  -0.8916
H 5.985 0.260 -5.227  0.2785
H 6.812 -0.270 -3.744  0.2871
H 5.516 1.196 -2.510  0.2728
H 4.692 1.722 -3.983  0.2901
H 3.214 -3.273 -3.807  0.4414
H 1.360 -2.885 -2.197  0.8891
H 0.602 0.470 -0.556  0.4307
H -1.399 -0.152 0.723  0.8677
H -5.583 -2.851 0.615  0.2873
H -4.492 -3.811 1.647  0.2789
H -3.322 -1.874 2.193  0.2772
H -4.418 -0.938 1.162  0.2260
H -2.307 -3.886 -2.531  0.4582
H -0.361 -2.388 -2.889  0.9160
H 2.576 1.286 -1.806  0.4228
C -3.453 2.807 3.130  -1.1610
C -2.017 3.249 3.403  -0.7655
C -0.898 2.217 3.358  0.0791
C 0.311 2.902 4.018  -0.7295
O 1.416 2.022 3.950  -0.5159
N -0.576 1.643 2.036  -0.3839
H -4.104 3.685 3.231  0.3676
H -3.578 2.414 2.114  0.2627
H -3.797 2.060 3.858  0.3152
H -1.752 4.081 2.736  0.4020
H -1.994 3.656 4.425  0.3652
H -1.199 1.366 3.990  0.1709
H 0.517 3.839 3.464  0.3019
H 0.077 3.117 5.078  0.3982
H 2.122 2.423 4.488  0.3268
H -0.963 2.183 1.260  0.2684
H 0.427 1.500 1.904  0.2338

Forces on atoms 1 to 3 (eV/Å):
0.31 -0.32 -0.36
0.14 0.55 0.06
-0.29 -0.66 0.14